Run 1
Below is a molecular structure, C24H17CuF5N4OS, with properties calculated with ωB97M-V/def2-TZVPD.

XYZ file:
```
53
Properties=species:S:1:pos:R:3
Cu 1.397 0.503 -0.125
C -2.923 4.004 -1.309
C -1.832 4.644 -1.880
C -0.582 4.060 -1.843
C -0.402 2.816 -1.225
C -1.503 2.177 -0.655
C -2.752 2.770 -0.699
N 0.873 2.245 -1.098
N 1.802 2.764 -1.751
C 3.051 2.243 -1.481
C 4.181 2.847 -2.039
C 5.434 2.359 -1.728
C 5.564 1.281 -0.860
C 4.435 0.688 -0.296
C 3.168 1.125 -0.628
H -3.905 4.460 -1.340
H -1.963 5.610 -2.352
H 0.278 4.550 -2.278
H -1.366 1.192 -0.230
H -3.608 2.269 -0.265
H 4.052 3.701 -2.693
H 6.316 2.823 -2.151
H 6.548 0.903 -0.614
H 4.555 -0.139 0.396
C -3.342 -0.158 2.377
C -2.040 -0.835 2.633
C -1.912 -2.134 3.034
C -0.617 -2.612 3.324
N 0.452 -1.851 3.188
C 0.341 -0.624 2.686
S 1.680 0.330 2.306
N -0.915 -0.110 2.477
C -0.399 -4.017 3.771
H -4.167 -0.855 2.495
H -3.368 0.254 1.367
H -3.477 0.669 3.077
H -2.780 -2.766 3.144
H -0.959 0.834 2.118
H -1.337 -4.553 3.898
H 0.165 -4.024 4.704
H 0.216 -4.527 3.028
F -1.340 -5.193 -3.076
C -1.019 -4.076 -2.413
C -1.594 -2.863 -2.748
F -2.473 -2.800 -3.752
C -1.278 -1.719 -2.040
F -1.895 -0.573 -2.370
C -0.362 -1.706 -0.973
O -0.161 -0.631 -0.257
C 0.239 -2.950 -0.708
F 1.189 -3.020 0.236
C -0.106 -4.110 -1.375
F 0.442 -5.274 -1.005
```

The calculation puts the HOMO energy (alpha / beta) at -8.0 / -8.0 eV. The spin multiplicity is 2. The value obtained for the gap between HOMO and LUMO (alpha / beta) is 0.25627 / 0.25143 Eh.


Run 2
Below is a molecular structure, C24H17CuF5N4OS, with properties calculated with ωB97M-V/def2-TZVPD.

XYZ file:
```
53
Properties=species:S:1:pos:R:3
Cu 0.185 0.189 -0.366
C 3.396 -1.373 -4.884
C 2.428 -2.371 -4.835
C 1.411 -2.314 -3.901
C 1.365 -1.245 -3.014
C 2.326 -0.248 -3.050
C 3.339 -0.313 -3.995
N 0.352 -1.137 -2.001
N -0.591 -1.952 -2.093
C -1.528 -1.868 -1.030
C -2.582 -2.772 -1.048
C -3.488 -2.753 0.001
C -3.317 -1.845 1.037
C -2.252 -0.945 1.035
C -1.341 -0.935 -0.009
H 4.189 -1.423 -5.617
H 2.470 -3.201 -5.528
H 0.657 -3.084 -3.848
H 2.230 0.592 -2.379
H 4.080 0.474 -4.042
H -2.675 -3.472 -1.866
H -4.319 -3.445 0.014
H -4.020 -1.837 1.860
H -2.137 -0.256 1.860
C 4.212 3.388 -0.328
C 3.433 3.059 0.898
C 3.172 3.912 1.934
C 2.396 3.426 3.001
N 1.869 2.215 3.011
C 2.061 1.417 1.959
S 1.286 -0.092 1.791
N 2.921 1.819 0.982
C 2.090 4.284 4.185
H 4.525 4.429 -0.315
H 3.595 3.215 -1.212
H 5.096 2.754 -0.399
H 3.553 4.921 1.926
H 3.015 1.186 0.199
H 2.596 5.244 4.138
H 2.374 3.762 5.096
H 1.013 4.445 4.227
F -0.989 6.687 -2.405
C -0.497 5.489 -2.064
C 0.121 4.687 -3.011
F 0.226 5.113 -4.274
C 0.627 3.451 -2.652
F 1.229 2.705 -3.596
C 0.554 2.954 -1.340
O 1.079 1.804 -0.997
C -0.071 3.800 -0.413
F -0.163 3.399 0.868
C -0.588 5.035 -0.759
F -1.174 5.800 0.171
```

The calculation puts the HOMO energy (alpha / beta) at -8.1 / -8.2 eV. The spin multiplicity is 2. The value obtained for the gap between HOMO and LUMO (alpha / beta) is 0.26992 / 0.26488 Eh.


Least stable of them? run 1.


Run 1
Below is 3 unconnected molecules or ions with the total composition C2H6F2N2O2, with properties calculated with ωB97M-V/def2-TZVPD.

XYZ file:
```
14
Properties=species:S:1:pos:R:3
C -3.902 0.280 -0.106
C 2.296 1.061 -0.141
N -2.864 -0.368 -0.644
N 2.197 -1.462 0.829
O -4.222 1.413 -0.181
O 3.259 1.051 -0.964
F -4.639 -0.603 0.642
F 2.622 1.782 0.962
H -2.760 -1.362 -0.534
H -2.249 0.140 -1.253
H 2.582 -0.676 1.337
H 1.190 -1.426 0.923
H 2.412 -1.362 -0.152
H 4.077 1.531 -0.718
```

The calculation puts the HOMO energy at -9.5 eV. The spin multiplicity is 1. The value obtained for the gap between HOMO and LUMO is 0.36490 Eh.


Run 2
Below is 2 unconnected molecules or ions with the total composition C2H6F2N2O2, with properties calculated with ωB97M-V/def2-TZVPD.

XYZ file:
```
14
Properties=species:S:1:pos:R:3
C 1.055 -0.219 -0.057
C 0.347 1.115 -0.036
N 0.695 -0.984 -1.130
N -1.731 0.339 0.132
O 1.013 -0.866 1.134
O 0.425 1.885 1.103
F 2.496 0.247 -0.021
F 0.377 1.941 -1.084
H 0.634 -1.988 -1.131
H 0.487 -0.601 -2.079
H -1.453 -0.391 0.764
H -1.998 0.065 -0.794
H 1.719 -0.491 1.619
H -0.028 2.758 1.019
```

The calculation puts the HOMO energy (alpha / beta) at -8.8 / -8.8 eV. The spin multiplicity is 1. The value obtained for the gap between HOMO and LUMO (alpha / beta) is 0.34781 / 0.34785 Eh.


Least stable of them? run 2.